The following is a DFT calculation (ωB97M-V/def2-TZVPD) of a structure of composition C30H36AsN7O2PbS at a distorted geometry.

Net charge: 0
HOMO level: -0.261 Ha
DFT total energy: -123136.3028 eV
Spin multiplicity: 1

XYZ file:
```
78
Properties=species:S:1:pos:R:3:mulliken_charge:R:1
Pb 3.36204 -0.09208 0.09271 0.545
S 4.09029 -1.33643 -2.16813 -0.436
C 2.81568 -2.41061 -1.44817 0.646
C 2.00017 -3.21753 -2.23179 -0.625
C 1.18261 -4.06526 -1.58666 -0.099
C 0.94738 -4.02058 -0.19587 -0.826
C 1.73624 -3.13025 0.51291 0.009
N 2.59680 -2.35619 -0.12804 -0.418
H 1.99156 -3.03521 -3.34348 0.310
H 0.40337 -4.54142 -2.19224 0.378
H 0.10000 -4.51346 0.20915 0.517
H 1.58132 -2.87561 1.54197 0.438
N 4.26858 -1.69128 2.75514 -0.417
N 4.06830 -0.63802 3.63654 -0.122
C 2.83154 -0.17931 3.84361 0.164
N 2.52647 0.63139 4.95942 -0.351
N 1.95568 -0.63047 3.04642 -0.350
N 0.61961 -0.01754 3.26971 1.122
O 1.61485 1.82843 1.82240 -0.536
O 0.01491 -0.20007 4.49729 -0.917
H 4.06704 -2.58205 3.21995 0.244
H 5.20751 -1.62867 2.44474 0.247
H 4.68738 -0.63479 4.38659 0.230
H 3.20751 0.68749 5.68999 0.218
H 1.51068 0.57635 5.13696 0.264
C -3.50763 -3.56037 -3.83712 -1.993
C -2.53622 -2.84053 -2.96345 0.796
C -1.96154 -1.65724 -3.45453 -1.248
C -1.10422 -0.84359 -2.74267 0.244
C -0.30886 0.25793 -3.37554 -0.642
C -1.07737 -1.10001 -1.31247 1.102
As 0.05563 -0.20046 0.02457 1.806
N 1.48957 0.60965 -0.80731 0.428
C 1.62550 1.95274 -1.30972 0.991
C 2.87172 2.30893 -1.92559 -0.817
C 3.06713 3.43656 -2.73812 -0.906
C 2.04961 4.36522 -2.73881 -0.468
C 0.83034 4.07878 -2.11462 -1.119
C 0.59160 2.86170 -1.38842 0.350
C -1.16864 1.15072 0.73959 -0.163
C -0.81862 1.54397 1.99291 -0.218
C 0.52877 1.45912 2.71168 -0.589
C -1.66327 2.40797 2.70235 -0.533
C -2.89113 2.88749 2.22357 0.228
C -3.84539 3.72913 3.03598 -1.697
C -3.20935 2.42264 0.98515 -0.770
C -2.41234 1.55913 0.21877 0.797
C -2.96469 1.21497 -1.11650 -1.481
C -1.75738 -2.21124 -0.80990 0.455
C -1.91803 -2.44206 0.68580 -1.833
C -2.44968 -3.10391 -1.64232 -1.101
H -3.03799 -3.67537 -4.78703 0.414
H -4.36857 -2.97338 -4.04421 0.359
H -3.83902 -4.51384 -3.51226 0.440
H -2.11226 -1.37346 -4.50554 0.350
H -0.67075 0.72587 -4.30039 0.405
H 0.63839 -0.16719 -3.72902 0.351
H -0.14160 0.95678 -2.60170 -0.360
H 3.65808 1.63132 -1.78123 0.204
H 4.04569 3.52829 -3.18493 0.425
H 2.22830 5.36859 -3.17068 0.317
H 0.02385 4.81008 -2.15141 0.398
H -0.44825 2.65534 -1.14163 0.305
H 0.06070 -0.53226 2.57792 -0.236
H 0.50050 2.13108 3.55173 0.362
H 2.39645 1.91112 2.35731 0.417
H -1.38874 2.82793 3.68980 0.254
H -3.34222 4.43590 3.67773 0.392
H -4.40224 3.10242 3.79385 0.295
H -4.62989 4.15839 2.39232 0.380
H -4.18436 2.67414 0.56267 0.407
H -3.63827 1.97920 -1.52275 0.500
H -3.48474 0.23724 -1.15817 0.321
H -2.19982 1.23908 -1.86390 0.001
H -2.56414 -1.60094 0.97427 0.500
H -1.01178 -2.25112 1.35667 0.131
H -2.37605 -3.39682 0.99354 0.477
H -2.61428 -4.10247 -1.28735 0.337
```

The following is a DFT calculation (ωB97M-V/def2-TZVPD) of the ion C7H11N with charge -1 at a distorted geometry.

Net charge: -1
HOMO level (spin up / spin down): -0.059 / -0.072 Ha
DFT total energy: -8921.9315 eV
ΔE to the lowest compared entry with this formula, charge and spin: 2.5156 eV
Spin multiplicity: 2

XYZ file:
```
19
Properties=species:S:1:pos:R:3:mulliken_spin:R:1
C -2.62665 -1.74685 -0.07594 0.001
C -1.64256 -0.56054 -0.12129 0.004
C -0.39998 -0.77207 0.73429 0.046
C 0.93225 -0.94982 0.14906 0.083
N 1.71369 -0.14501 -0.85028 0.077
C 1.21491 1.04987 -0.24525 0.793
C 0.44529 0.46958 0.90604 0.048
C 2.06507 2.28121 -0.04456 -0.086
H -3.48684 -1.51311 -0.68413 -0.001
H -2.17561 -2.66623 -0.47194 0.002
H -2.89079 -1.99730 0.95164 0.002
H -2.23437 0.28138 0.23339 -0.003
H -1.42288 -0.39086 -1.19674 -0.006
H 1.56758 -1.64080 0.70319 0.018
H 1.43329 -0.24126 -1.82390 0.003
H 0.98308 0.69025 1.84122 -0.012
H 2.24477 2.42365 1.02791 0.000
H 2.88422 2.31009 -0.76133 -0.017
H 1.39553 3.11782 -0.27137 0.048
```

The following is a DFT calculation (ωB97M-V/def2-TZVPD) of a cluster of 3 separate species, H6O3 in total.

Net charge: 0
HOMO level: -0.392 Ha
DFT total energy: -6239.8776 eV
ΔE to the lowest compared entry with this formula, charge and spin: 0.3756 eV
Spin multiplicity: 1

XYZ file:
```
9
Properties=species:S:1:pos:R:3:mulliken_charge:R:1
O 1.91920 -0.49659 -1.29134 -0.687
H 1.40079 -1.20732 -1.66864 0.320
H 2.65250 -0.93656 -0.86129 0.335
O -1.50285 1.97963 1.10195 -0.649
H -2.41117 1.82221 0.84425 0.289
H -1.09381 1.11451 1.08006 0.379
O -0.48031 -0.60342 0.58635 -0.689
H -0.78999 -1.35828 0.08584 0.291
H 0.30564 -0.31419 0.12282 0.411
```